(w)
Molecular formula: C36H106N8O13
Method: DFT, ωB97M-V/def2-TZVPD

Structure (ORCA input):
```
! wB97M-V def2-TZVPD RIJCOSX def2/J DEFGRID3
* xyz 0 1
O 23.8984 -19.8809 1.6749
H 24.2625 -19.7081 2.5431
H 24.3024 -20.7056 1.4050
O 18.9076 -6.9170 1.4152
H 18.5224 -7.5605 0.8204
H 18.3251 -6.1595 1.3591
O 21.0169 -17.4092 -1.2489
H 21.6834 -17.8765 -0.7453
H 21.1450 -17.7058 -2.1499
C 12.0318 -13.7229 -0.4836
C 11.0064 -12.9146 -1.2891
O 11.6024 -11.7050 -1.7218
H 11.5096 -14.5011 0.0730
H 12.5264 -13.2033 0.3371
H 12.7598 -14.1884 -1.1479
H 10.1096 -12.6289 -0.7393
H 10.7182 -13.5476 -2.1283
H 10.9167 -11.1470 -2.0961
C 24.2740 -9.7712 2.0375
C 24.3259 -9.0560 3.3973
O 23.5953 -7.8592 3.2706
H 24.4621 -10.8374 2.1638
H 24.9767 -9.3212 1.3361
H 23.2290 -9.6751 1.7429
H 25.3481 -8.9140 3.7483
H 23.9206 -9.7070 4.1720
H 22.7738 -8.0507 2.8122
C 16.5988 -25.6726 6.1508
C 15.6653 -25.7561 4.9105
C 16.4211 -25.3871 3.6103
O 17.2096 -24.2003 3.7264
C 18.0025 -24.0676 2.5903
N 15.0899 -27.0380 4.7596
H 16.0940 -25.5638 7.1107
H 17.2464 -24.7977 6.0940
H 17.3120 -26.4968 6.1662
H 14.8691 -25.0351 5.0958
H 15.7485 -25.2208 2.7688
H 17.0407 -26.2242 3.2887
H 18.4698 -24.9924 2.2521
H 18.8663 -23.4438 2.8202
H 17.5077 -23.7531 1.6714
H 14.3743 -26.8311 4.0775
H 14.7127 -27.2698 5.6673
C 17.7698 -13.4878 4.4266
C 18.9359 -14.1804 3.5983
C 19.9727 -15.0292 4.3819
O 19.3177 -15.9687 5.3182
C 19.0574 -17.3019 4.8262
N 18.2835 -14.9208 2.5201
H 17.1542 -12.7974 3.8500
H 18.2514 -13.0218 5.2862
H 17.1145 -14.2482 4.8515
H 19.4785 -13.3753 3.1029
H 20.7378 -14.4564 4.9061
H 20.5470 -15.7089 3.7525
H 19.9758 -17.7938 4.5056
H 18.2987 -17.1927 4.0512
H 18.7175 -17.9559 5.6292
H 18.9756 -15.1471 1.8202
H 18.0331 -15.8456 2.8394
C 23.1099 -25.6789 6.2647
C 24.1530 -26.6007 6.8886
C 23.4835 -27.9633 7.3325
O 24.4037 -28.8523 7.9425
C 24.1320 -30.2154 7.7928
N 25.1532 -26.8351 5.8520
H 22.7189 -26.1117 5.3439
H 23.4560 -24.6538 6.1325
H 22.2482 -25.5961 6.9270
H 24.5245 -26.0143 7.7290
H 22.9439 -28.4074 6.4960
H 22.7017 -27.7178 8.0512
H 23.6679 -30.5608 6.8690
H 23.4562 -30.4297 8.6207
H 24.9615 -30.8809 8.0319
H 24.7155 -27.2230 5.0286
H 25.6838 -27.6043 6.2353
C 20.3770 -12.9171 12.4180
C 21.6409 -12.4632 13.1783
C 21.7335 -13.2064 14.5693
O 20.8587 -12.6558 15.5683
C 20.6438 -13.5472 16.7116
N 22.8141 -12.6978 12.2187
H 19.4554 -12.7744 12.9823
H 20.4272 -13.9685 12.1352
H 20.1344 -12.3418 11.5245
H 21.6479 -11.3897 13.3670
H 22.7187 -13.0284 15.0003
H 21.7005 -14.2872 14.4320
H 21.5131 -13.7182 17.3465
H 20.3894 -14.5364 16.3310
H 19.8454 -13.1776 17.3551
H 22.7622 -11.9529 11.5386
H 23.6445 -12.4732 12.7480
C 12.7105 -1.7644 7.7977
C 14.1593 -2.1341 7.6007
C 14.2533 -3.1703 6.4426
O 13.7809 -4.5208 6.8857
C 13.9499 -5.4879 5.8376
N 14.7975 -0.8585 7.3383
H 12.5826 -1.1839 8.7114
H 12.1310 -2.6649 8.0011
H 12.2635 -1.1546 7.0126
H 14.6758 -2.5137 8.4823
H 15.2560 -3.2187 6.0179
H 13.5916 -2.9505 5.6047
H 14.9993 -5.6521 5.5932
H 13.4257 -5.2499 4.9120
H 13.5203 -6.4469 6.1270
H 14.3121 -0.3690 6.6002
H 14.4338 -0.3889 8.1552
C 23.9276 -20.1070 11.4133
C 24.1337 -18.6454 11.8351
C 25.3900 -18.4683 12.7048
O 25.1600 -18.9624 14.0212
C 26.2978 -18.8141 14.8331
N 24.1941 -17.8261 10.6279
H 24.8373 -20.4690 10.9342
H 23.1531 -20.3285 10.6790
H 23.6599 -20.7471 12.2539
H 23.2470 -18.2732 12.3481
H 25.6662 -17.4140 12.6923
H 26.2130 -18.9837 12.2096
H 26.5600 -17.7561 14.8390
H 27.1444 -19.3876 14.4557
H 26.0794 -19.1563 15.8447
H 23.2719 -17.6897 10.2392
H 24.3718 -16.8658 10.8857
C 18.0064 -9.7655 -4.3428
C 18.4337 -10.9280 -3.4406
C 20.0033 -11.1635 -3.4217
O 20.4385 -11.4774 -4.7827
C 21.7610 -12.0071 -4.8214
N 17.9989 -10.6640 -2.0924
H 18.2566 -8.7748 -3.9632
H 16.9653 -9.9444 -4.6115
H 18.4825 -9.8324 -5.3210
H 18.0614 -11.9126 -3.7233
H 20.2981 -11.9204 -2.6949
H 20.3509 -10.2190 -3.0030
H 22.2809 -11.9799 -5.7790
H 21.7408 -12.9931 -4.3570
H 22.3602 -11.3884 -4.1534
H 16.9932 -10.5725 -2.0795
H 18.1583 -11.4889 -1.5318
C 16.8180 -19.6492 11.5784
C 16.5316 -20.1456 13.0243
C 17.3733 -21.4354 13.3234
O 17.2847 -22.5356 12.3486
C 17.8053 -23.7778 12.6774
N 16.9152 -18.9941 13.7842
H 16.5205 -20.4098 10.8566
H 17.9032 -19.5584 11.5319
H 16.3208 -18.7087 11.3410
H 15.4896 -20.4252 13.1793
H 17.1574 -21.8395 14.3124
H 18.4267 -21.1557 13.3367
H 17.8069 -23.9957 13.7454
H 18.8530 -23.7911 12.3766
H 17.3486 -24.6025 12.1301
H 16.4852 -18.1323 13.4801
H 17.8680 -18.8551 13.4796
*
```

Its HOMO energy is -0.334 hartree. For the lowest unoccupied orbital energy, the calculation gives 0.3 eV.

Mulliken atomic charge list, values in e, 5 entries:
1 O -0.634
2 H 0.320
3 H 0.318
4 O -0.641
5 H 0.319

(x)
Molecular formula: C36H106N8O13
Method: DFT, ωB97M-V/def2-TZVPD

Structure (ORCA input):
```
! wB97M-V def2-TZVPD RIJCOSX def2/J DEFGRID3
* xyz 0 1
C 19.9809 14.7335 20.3857
C 20.5925 16.1098 20.1417
C 21.8665 16.3232 20.8694
O 22.8662 15.5300 20.3277
C 24.1424 15.6798 20.8029
N 20.7530 16.3694 18.7023
H 19.0916 14.6680 19.7976
H 19.7731 14.4517 21.3850
H 20.6543 13.9740 20.0565
H 19.9786 16.9358 20.5158
H 21.6183 16.0277 21.9074
H 22.1235 17.3629 20.7674
H 24.7900 14.9728 20.3178
H 24.2316 15.6425 21.8870
H 24.4748 16.7140 20.5875
H 19.9162 16.1997 18.1512
H 21.4111 15.6837 18.3909
C 16.1250 8.2968 13.3798
C 16.7635 9.3252 12.4940
C 17.4123 8.6515 11.2722
O 18.0234 9.6875 10.5337
C 18.3756 9.3274 9.2193
N 15.8256 10.3166 12.0456
H 15.7070 8.8244 14.2138
H 16.8379 7.5149 13.6482
H 15.3615 7.8045 12.7606
H 17.5666 9.8562 12.9697
H 16.5399 8.1873 10.7391
H 18.1658 7.8919 11.4835
H 19.1709 8.5726 9.1790
H 18.7214 10.2784 8.7421
H 17.5176 8.8855 8.6609
H 16.3558 11.1534 11.8155
H 15.3733 10.0210 11.1530
C 16.4394 13.6014 9.7132
C 17.4448 14.5347 10.4148
C 18.7678 13.8763 10.7284
O 19.3382 13.4783 9.5259
C 20.6247 12.9278 9.6055
N 17.7524 15.7846 9.6598
H 16.6908 13.4824 8.6559
H 15.4247 14.0428 9.7548
H 16.4506 12.5666 10.1714
H 16.9949 14.7287 11.4349
H 18.6189 12.9805 11.3432
H 19.4124 14.5859 11.2558
H 20.6174 11.9703 10.1339
H 21.3248 13.5572 10.0903
H 20.8596 12.6906 8.5830
H 18.5045 15.5312 8.9880
H 16.9687 15.8834 9.0101
C 23.9226 10.5231 23.3028
C 23.9927 11.4194 22.0498
C 23.1981 10.8323 20.8595
O 21.7730 10.7375 21.2175
C 21.0404 10.1022 20.1617
N 23.5369 12.7959 22.3624
H 22.8525 10.5022 23.6072
H 24.7019 10.7956 24.0440
H 24.1639 9.4567 22.9985
H 25.0435 11.4475 21.6896
H 23.5279 9.7841 20.6677
H 23.1783 11.4565 19.9533
H 20.8057 10.8206 19.3968
H 20.1670 9.6925 20.6470
H 21.6325 9.2895 19.7148
H 23.1112 13.1835 21.5157
H 22.7479 12.6297 22.9160
C 22.7280 7.3899 12.2248
C 21.8007 8.4602 11.5770
C 21.5587 9.6122 12.5339
O 20.7179 9.2713 13.6177
C 20.7913 10.3895 14.5961
N 22.3153 9.0367 10.3719
H 22.9817 6.6024 11.5219
H 22.2558 6.9600 13.1476
H 23.6789 7.7871 12.4875
H 20.8022 7.9832 11.5089
H 21.1816 10.4968 11.9985
H 22.5817 9.8700 12.8164
H 21.1835 9.9332 15.5089
H 19.8188 10.8344 14.8111
H 21.5294 11.1280 14.2802
H 22.8127 8.3736 9.7898
H 21.5562 9.3937 9.8456
C 23.4898 10.2560 16.6049
C 23.8090 8.7376 16.5448
C 24.1086 8.2418 17.9378
O 24.9665 9.1161 18.7280
C 26.3662 9.0365 18.3456
N 22.6561 8.0476 15.9622
H 24.3362 10.8393 17.0387
H 22.5980 10.4038 17.2397
H 23.2825 10.7236 15.6224
H 24.6943 8.6260 15.8886
H 24.4548 7.1807 17.9201
H 23.2058 8.1881 18.5103
H 26.4449 9.2686 17.2539
H 26.7608 7.9741 18.4330
H 26.9352 9.7185 18.9436
H 22.4561 8.3087 14.9926
H 22.8254 7.0600 15.9338
C 10.4321 12.9394 15.2358
C 11.8088 13.2898 14.6503
C 12.6628 13.9544 15.7014
O 13.7985 14.4304 15.1908
C 14.4339 15.4099 15.9682
N 12.4620 12.1020 14.1073
H 10.5739 12.1694 16.0002
H 9.7877 12.6336 14.4154
H 9.8977 13.7711 15.6651
H 11.7702 14.0892 13.8847
H 12.8391 13.2333 16.5136
H 12.0986 14.7417 16.2124
H 15.1522 15.9826 15.3954
H 14.9332 14.9621 16.7946
H 13.6440 16.0841 16.2476
H 12.3876 12.0581 13.0970
H 12.0040 11.2572 14.4231
C 17.1378 13.1129 14.4613
C 16.9774 11.9174 15.3477
C 17.5411 12.2862 16.7105
O 18.9203 12.2922 16.5956
C 19.6704 13.0691 17.4597
N 15.6236 11.4296 15.4368
H 16.9815 13.9510 15.1121
H 16.3312 13.1477 13.7239
H 18.1073 13.1854 13.9744
H 17.5792 11.0675 15.1730
H 17.2512 11.5328 17.4770
H 17.2788 13.2882 17.0334
H 19.6059 14.1387 17.3134
H 20.7432 12.8017 17.4142
H 19.4139 12.8768 18.5439
H 14.9815 12.1766 15.4518
H 15.4444 10.8407 14.6387
O 13.9413 10.3026 17.7343
H 14.3960 9.6593 18.2501
H 14.4781 10.4651 16.9368
C 18.7621 8.2757 17.0113
O 18.9358 9.4595 17.7889
H 18.7490 7.5000 17.7364
H 17.8026 8.3429 16.4187
H 19.5453 8.1412 16.3057
H 18.8748 10.2250 17.2011
C 15.0411 13.4046 19.9645
O 16.1640 14.0233 19.3319
H 14.7517 12.4360 19.4914
H 15.2447 13.2895 21.0232
H 14.2113 14.0353 19.6649
H 16.9110 13.6791 19.7934
C 17.1427 17.3033 19.1826
O 17.6117 16.3613 18.2325
H 17.7759 18.1790 19.1340
H 16.0731 17.6046 19.1372
H 17.2132 16.8580 20.1588
H 17.2082 15.4826 18.2816
C 13.9069 15.2991 11.6985
O 14.5049 14.1564 12.3419
H 12.8434 15.0681 11.4948
H 13.9740 16.1885 12.3172
H 14.4272 15.5018 10.7847
H 14.3556 14.2286 13.2824
*
```

Its HOMO energy is -0.330 hartree. For the lowest unoccupied orbital energy, the calculation gives 0.6 eV.

Mulliken atomic charge list, values in e, 5 entries:
1 C -0.552
2 C 0.748
3 C -1.117
4 O -0.221
5 C -0.988

Relative calculated energies, zero for the most stable structure, unit eV: (w) 2.854; (x) 0.000.

(w)
Molecular formula: C3H6OS3
Method: DFT, ωB97M-V/def2-TZVPD

Structure (ORCA input):
```
! wB97M-V def2-TZVPD RIJCOSX def2/J DEFGRID3
* xyz 0 1
C -1.7961 0.4930 -0.2300
C 0.2507 2.3983 -0.1090
C -0.3871 -2.0252 -0.2429
O -3.2468 -1.6706 -0.3388
S -3.1746 -0.3585 0.2977
S -1.5381 2.1367 0.0076
S -0.3579 -0.4877 -1.1526
H 0.5193 3.2801 0.3998
H 0.7576 2.4083 -1.1366
H 0.8743 1.6363 0.5005
H 0.6375 -2.3389 -0.0356
H -0.8024 -2.8363 -0.8153
H -0.7663 -1.6547 0.6657
*
```

Its HOMO energy (alpha / beta) is -0.299 / -0.299 hartree. For the lowest unoccupied orbital energy (alpha / beta), the calculation gives -0.2 / -0.2 eV.

Mulliken atomic charge list, values in e, 5 entries:
1 C 0.081
2 C -0.932
3 C -0.818
4 O -0.497
5 S 0.305

(x)
Molecular formula: C3H6OS3
Method: DFT, ωB97M-V/def2-TZVPD

Structure (ORCA input):
```
! wB97M-V def2-TZVPD RIJCOSX def2/J DEFGRID3
* xyz 0 1
C 0.8652 -0.8845 0.1326
C 0.0108 0.0916 -0.4467
C -0.9596 0.7555 0.3469
S -1.9989 1.9952 -0.3067
S -1.1778 0.3590 1.9933
H 0.4710 -1.8897 0.3271
H 1.3458 -0.4989 1.0369
H 1.8956 -1.0521 -0.4184
H -0.0211 0.4429 -1.4846
H -1.4042 2.0644 -1.5451
H -2.1897 1.0899 2.4113
O -0.7777 1.1345 -3.2692
S -1.2088 -0.1364 -3.8635
*
```

Its HOMO energy (alpha / beta) is -0.286 / -0.286 hartree. For the lowest unoccupied orbital energy (alpha / beta), the calculation gives -2.0 / -2.0 eV. The SMILES is CC=C(S)S.O=S.

Mulliken atomic charge list, values in e, 5 entries:
1 C -1.318
2 C -0.095
3 C 0.539
4 S -0.223
5 S -0.255

Relative calculated energies, zero for the most stable structure, unit eV: (w) 0.000; (x) 0.977.